a.
Entry from the OMol25 dataset: a molecular structure, C15H40O5 (the ωB97M-V functional and the def2-TZVPD basis).

```
! wB97M-V def2-TZVPD RIJCOSX def2/J DEFGRID3
* xyz 0 1
C -3.378 3.611 0.116
C -2.743 2.098 -0.037
C -2.701 1.526 -1.454
O -1.422 2.351 0.380
H -2.739 4.323 -0.407
H -3.643 3.895 1.134
H -4.347 3.737 -0.368
H -3.309 1.472 0.653
H -3.726 1.558 -1.823
H -2.125 0.602 -1.395
H -2.233 2.230 -2.142
H -0.911 1.542 0.293
C 1.803 -3.438 2.663
C 1.614 -3.169 1.160
C 1.586 -4.471 0.372
O 0.309 -2.632 1.109
H 1.191 -4.251 3.053
H 1.575 -2.533 3.227
H 2.849 -3.719 2.785
H 2.364 -2.465 0.802
H 1.091 -4.336 -0.590
H 1.014 -5.256 0.867
H 2.523 -4.968 0.124
H -0.267 -2.810 1.857
C -1.622 -0.845 1.661
C -1.465 -1.206 3.152
C -0.013 -1.570 3.632
O -2.087 -0.035 3.679
H -2.596 -0.784 1.175
H -1.217 -1.544 0.929
H -1.158 0.098 1.371
H -2.144 -2.043 3.311
H 0.595 -1.448 2.736
H 0.118 -2.627 3.861
H 0.395 -1.019 4.479
H -1.410 0.599 3.927
C 1.251 -0.970 0.391
C 1.057 0.542 0.466
C 2.054 1.308 -0.518
O -0.157 0.745 -0.191
H 0.416 -1.615 0.663
H 2.109 -1.365 0.935
H 1.455 -1.157 -0.663
H 1.063 0.967 1.470
H 1.943 0.975 -1.549
H 3.102 1.278 -0.220
H 1.957 2.394 -0.517
H -0.569 -0.101 -0.385
C 0.455 1.130 -4.610
C 1.027 2.538 -4.203
C 1.233 2.656 -2.600
O 2.300 2.702 -4.750
H 0.529 0.932 -5.680
H -0.615 0.974 -4.467
H 1.072 0.476 -3.994
H 0.282 3.212 -4.627
H 0.248 2.785 -2.151
H 1.804 3.537 -2.307
H 1.579 1.785 -2.044
H 2.633 1.801 -4.740
*
```

## Properties
Kohn-Sham gap = 9.0739 eV
Lowest unoccupied orbital energy = 0.400 eV

b.
Entry from the OMol25 dataset: 5 unconnected molecules or ions with the total composition C15H40O5 (the ωB97M-V functional and the def2-TZVPD basis).

```
! wB97M-V def2-TZVPD RIJCOSX def2/J DEFGRID3
* xyz 0 1
C -1.101 1.867 -4.932
C 0.387 1.603 -5.094
C 0.920 1.944 -6.417
O 1.181 2.286 -4.161
H -1.332 1.890 -3.866
H -1.656 1.044 -5.382
H -1.438 2.819 -5.342
H 0.575 0.553 -4.868
H 0.341 1.468 -7.208
H 1.974 1.668 -6.464
H 0.698 3.003 -6.549
H 2.075 1.964 -4.025
C -0.164 -3.693 5.783
C -1.457 -3.210 6.392
C -1.450 -1.894 7.147
O -2.422 -2.955 5.470
H 0.708 -3.765 6.432
H -0.015 -3.023 4.937
H -0.296 -4.674 5.325
H -1.832 -4.091 6.913
H -0.781 -1.965 8.006
H -2.442 -1.741 7.573
H -1.194 -1.074 6.477
H -2.662 -3.787 5.056
C 0.955 -4.877 -1.858
C 0.285 -5.608 -0.611
C 0.453 -7.175 -0.736
O 0.885 -5.217 0.609
H 0.717 -5.438 -2.762
H 2.041 -4.787 -1.863
H 0.585 -3.888 -2.127
H -0.751 -5.269 -0.613
H 0.370 -7.603 -1.735
H -0.212 -7.755 -0.096
H 1.471 -7.326 -0.376
H 0.491 -4.367 0.818
C -0.197 0.547 2.483
C -1.175 -0.236 1.590
C -0.896 0.069 0.114
O -0.964 -1.606 1.888
H -0.308 0.414 3.559
H -0.386 1.619 2.429
H 0.853 0.351 2.267
H -2.204 -0.096 1.922
H -1.118 1.107 -0.134
H -1.502 -0.474 -0.612
H 0.147 -0.123 -0.134
H -1.254 -1.693 2.799
C 0.611 8.168 -1.913
C 1.020 6.722 -1.873
C 1.955 6.320 -0.679
O -0.176 6.035 -1.615
H 0.280 8.314 -2.942
H 1.490 8.799 -1.786
H -0.013 8.528 -1.095
H 1.459 6.288 -2.772
H 2.939 6.788 -0.722
H 2.111 5.241 -0.689
H 1.472 6.752 0.198
H -0.052 5.240 -2.138
*
```

## Properties
SMILES string = CC(C)O.CC(C)O.CC(C)O.CC(C)O.CC(C)O
Kohn-Sham gap = 10.3004 eV
Lowest unoccupied orbital energy = 0.489 eV

Name the most stable of them. b.

a.
Entry from the OMol25 dataset: 2 unconnected molecules or ions with the total composition C2H5S (the ωB97M-V functional and the def2-TZVPD basis).

```
! wB97M-V def2-TZVPD RIJCOSX def2/J DEFGRID3
* xyz -1 1
S -0.021 -4.998 0.717
H -0.339 -3.934 -0.082
C -0.480 1.043 -0.334
C 0.252 2.037 0.212
H -0.676 1.161 -1.399
H -0.373 0.036 0.089
H 0.752 2.077 1.222
H 0.885 2.578 -0.426
*
```

## Properties
Kohn-Sham gap = 5.6586 eV
Lowest unoccupied orbital energy = 3.344 eV

b.
Entry from the OMol25 dataset: 2 unconnected molecules or ions with the total composition C2H5S (the ωB97M-V functional and the def2-TZVPD basis).

```
! wB97M-V def2-TZVPD RIJCOSX def2/J DEFGRID3
* xyz -1 1
S -3.120 1.098 0.351
H -1.842 1.603 0.277
C 0.475 0.066 -0.272
C 1.191 -1.012 0.027
H -0.619 0.009 -0.277
H 0.884 1.062 -0.378
H 2.259 -0.827 0.143
H 0.773 -2.000 0.130
*
```

## Properties
Kohn-Sham gap = 6.4611 eV
Lowest unoccupied orbital energy = 3.989 eV

Name the most stable of them. b.

a.
Entry from the OMol25 dataset: 5 unconnected molecules or ions with the total composition C5H20N2O5 (the ωB97M-V functional and the def2-TZVPD basis).

```
! wB97M-V def2-TZVPD RIJCOSX def2/J DEFGRID3
* xyz 0 1
C 0.263 0.084 -0.029
O -0.929 0.839 0.191
H 0.059 -0.966 0.202
H 0.584 0.162 -1.071
H 1.036 0.426 0.656
H -1.673 0.280 -0.079
C -3.272 -1.730 0.152
O -2.748 -0.960 -0.915
H -2.661 -2.606 0.393
H -3.267 -1.131 1.063
H -4.303 -2.037 -0.035
H -2.548 -1.520 -1.669
C 3.479 -0.735 -2.744
O 2.797 0.257 -3.497
H 3.656 -1.598 -3.374
H 4.424 -0.365 -2.331
H 2.889 -1.032 -1.864
H 2.726 1.059 -2.973
C 1.068 -3.024 1.749
O -0.157 -3.484 1.179
H 1.707 -2.543 1.002
H 0.824 -2.367 2.575
H 1.675 -3.860 2.122
H 0.053 -3.974 0.380
C -0.618 4.314 1.392
O -0.457 5.376 1.976
N -0.683 3.099 2.014
N -0.734 4.241 0.024
H -0.849 2.268 1.461
H -0.671 3.057 3.013
H -0.778 5.094 -0.498
H -0.892 3.377 -0.464
*
```

## Properties
SMILES string = NC(N)=O.CO.CO.CO.CO
Kohn-Sham gap = 9.5688 eV
Lowest unoccupied orbital energy = 0.201 eV

b.
Entry from the OMol25 dataset: 5 unconnected molecules or ions with the total composition C5H20N2O5 (the ωB97M-V functional and the def2-TZVPD basis).

```
! wB97M-V def2-TZVPD RIJCOSX def2/J DEFGRID3
* xyz 0 1
N 1.412 1.114 -1.267
C 1.918 -0.723 1.339
C 1.799 -1.108 -0.122
C 0.796 -0.138 -0.803
C 0.032 -0.817 -1.947
N -1.033 -1.647 -1.686
C -1.516 -2.311 -0.491
O 0.194 -0.607 -3.142
H 2.073 0.880 -1.996
H 0.693 1.752 -1.590
H 1.058 -0.800 1.994
H 2.197 0.304 1.601
H 2.752 -1.166 1.888
H 2.845 -1.014 -0.494
H 1.528 -2.155 -0.234
H 0.045 0.156 -0.085
H -1.451 -2.051 -2.510
H -2.494 -2.789 -0.651
H -1.891 -1.567 0.228
H -0.783 -2.961 0.002
H 1.388 3.248 1.699
H 1.140 2.358 0.280
O 0.895 2.591 1.201
H -2.081 1.871 -2.769
H -1.948 2.044 -1.213
O -2.030 2.513 -2.053
H -1.117 -1.544 2.996
H -1.319 -0.111 2.517
O -0.983 -0.623 3.293
H -0.533 1.922 1.287
H -2.199 1.958 1.363
O -1.387 1.421 1.367
*
```

## Properties
SMILES string = CC[C@@H](N)C(=O)NC.O.O.O.O
Kohn-Sham gap = 10.1846 eV
Lowest unoccupied orbital energy = 0.460 eV

Name the most stable of them. b.

a.
Entry from the OMol25 dataset: 2 unconnected molecules or ions with the total composition C2H6NO3 (the ωB97M-V functional and the def2-TZVPD basis).

```
! wB97M-V def2-TZVPD RIJCOSX def2/J DEFGRID3
* xyz -1 1
C -1.481 0.512 -0.837
N -0.161 0.103 -1.203
C 0.580 -0.731 -0.251
O 1.870 -0.534 -0.318
O 0.033 -1.808 0.295
H -2.130 0.747 -1.820
H -1.958 -0.183 -0.167
H -1.444 1.427 -0.265
H 0.334 0.616 -1.910
H 2.152 -0.010 1.904
H 0.750 -0.243 1.980
O 1.454 0.103 2.593
*
```

## Properties
Kohn-Sham gap = 8.2706 eV
Lowest unoccupied orbital energy = 4.133 eV

b.
Entry from the OMol25 dataset: 2 unconnected molecules or ions with the total composition C2H6NO3 (the ωB97M-V functional and the def2-TZVPD basis).

```
! wB97M-V def2-TZVPD RIJCOSX def2/J DEFGRID3
* xyz -1 1
O -1.712 -0.030 -0.781
C -0.655 -0.033 -0.138
O -0.398 -0.607 0.950
C 0.514 0.814 -0.720
N 0.087 1.993 -1.478
H 1.093 0.201 -1.393
H 1.119 1.093 0.138
H -0.763 1.726 -1.974
H -0.306 2.632 -0.790
H -0.351 -2.810 2.371
H 0.773 -2.122 1.606
O 0.599 -2.858 2.210
*
```

## Properties
Kohn-Sham gap = 8.6226 eV
Lowest unoccupied orbital energy = 4.379 eV

c.
Entry from the OMol25 dataset: 2 unconnected molecules or ions with the total composition C2H6NO3 (the ωB97M-V functional and the def2-TZVPD basis).

```
! wB97M-V def2-TZVPD RIJCOSX def2/J DEFGRID3
* xyz -1 1
C -1.437 0.394 -1.916
N -0.241 -0.358 -1.606
C -0.009 -0.594 -0.063
O 1.194 -0.579 0.282
O -1.015 -0.727 0.622
H -1.545 1.340 -1.366
H -2.387 -0.169 -1.723
H -1.439 0.728 -2.990
H -0.567 -1.309 -1.817
H 1.469 0.812 1.594
H 1.339 0.846 3.006
O 1.464 1.503 2.300
*
```

## Properties
Kohn-Sham gap = 8.5292 eV
Lowest unoccupied orbital energy = 4.266 eV

d.
Entry from the OMol25 dataset: 2 unconnected molecules or ions with the total composition C2H6NO3 (the ωB97M-V functional and the def2-TZVPD basis).

```
! wB97M-V def2-TZVPD RIJCOSX def2/J DEFGRID3
* xyz -1 1
O 0.312 1.823 -0.007
C 0.319 0.774 -0.645
N 0.175 -0.469 -0.135
C 0.024 -1.763 -1.088
O 0.829 -2.694 -0.690
H 0.506 0.668 -1.725
H 0.901 -0.744 0.512
H 0.145 -1.330 -2.102
H -1.072 -1.937 -0.945
H -0.969 1.432 2.844
H -0.952 1.787 1.333
O -1.377 1.987 2.182
*
```

## Properties
Kohn-Sham gap = 7.5718 eV
Lowest unoccupied orbital energy = 4.125 eV

Name the most stable of them. b.

a.
Entry from the OMol25 dataset: a gas-phase ion, C4H8IN2 (charge +1) (the ωB97M-V functional and the def2-TZVPD basis).

```
! wB97M-V def2-TZVPD RIJCOSX def2/J DEFGRID3
* xyz 1 1
C -0.375 0.699 0.046
C -0.318 -0.703 -0.539
C 1.782 -0.657 0.841
C -1.521 1.694 -0.466
N 0.402 1.196 0.853
N 0.623 -1.445 0.288
I 3.427 0.133 -0.242
H -1.337 -0.976 -0.173
H -0.286 -0.684 -1.673
H 1.966 -0.809 1.940
H -1.512 2.517 0.259
H -2.539 1.238 -0.386
H -1.379 1.969 -1.539
H 0.163 -1.955 1.091
H 0.905 -2.218 -0.301
*
```

## Properties
Kohn-Sham gap (spin up / spin down) = 8.4617 / 8.3949 eV
Lowest unoccupied orbital energy (spin up / spin down) = -4.695 / -4.520 eV

b.
Entry from the OMol25 dataset: a gas-phase ion, C4H8IN2 (charge +1) (the ωB97M-V functional and the def2-TZVPD basis).

```
! wB97M-V def2-TZVPD RIJCOSX def2/J DEFGRID3
* xyz 1 1
C -0.138 -1.468 0.302
C 1.370 0.340 1.023
C -0.858 0.473 -0.979
C 2.570 0.882 0.880
N 1.000 -0.984 0.774
N -1.033 -0.839 -0.392
I 4.236 -0.036 -0.171
H -0.329 -2.522 0.656
H 0.815 0.808 1.788
H 0.144 0.693 -1.034
H -1.458 1.127 -0.447
H -1.217 0.321 -2.022
H 2.891 1.769 1.509
H 1.525 -1.612 1.372
H -1.856 -1.435 -0.817
*
```

## Properties
SMILES string = C/[NH+]=C\N/C=C\I
Kohn-Sham gap = 9.2782 eV
Lowest unoccupied orbital energy = -3.668 eV

Name the most stable of them. b.